(1)
{
  "formula": "C35H33N7O2STa",
  "method": "wB97M-V/def2-TZVPD",
  "symbols": ["Ta", "C", "C", "N", "C", "C", "C", "C", "C", "C", "C", "N", "C", "C", "N", "N", "H", "H", "H", "H", "H", "H", "H", "H", "H", "H", "H", "H", "H", "H", "H", "H", "H", "H", "O", "S", "O", "N", "C", "C", "C", "C", "C", "C", "C", "C", "N", "C", "C", "C", "C", "C", "C", "C", "H", "H", "H", "H", "H", "H", "H", "H", "H", "H", "H", "N", "C", "C", "C", "C", "C", "C", "C", "C", "C", "H", "H", "H", "H"],
  "xyz": [[-0.34297, -0.29075, 0.95551], [-2.19607, -2.79385, 2.54701], [-3.11617, -1.58065, 2.63951], [-2.83087, -0.64345, 1.53731], [-3.26757, 0.71785, 1.87361], [-2.27047, 1.39815, 2.77541], [-2.59847, 2.56795, 3.44381], [-1.65277, 3.15875, 4.26961], [-0.41507, 2.55065, 4.40741], [-0.15057, 1.39375, 3.68841], [1.22033, 0.77625, 3.75631], [1.34993, -0.46945, 2.98771], [1.18403, -1.68005, 3.81351], [-0.28277, -2.08275, 3.90021], [-0.78037, -2.37335, 2.53961], [-1.06067, 0.83465, 2.88481], [-2.41097, -3.34555, 1.62971], [-2.39817, -3.45435, 3.39671], [-2.95707, -1.06315, 3.58691], [-4.15817, -1.91615, 2.62161], [-3.36037, -0.95065, 0.72081], [-4.25297, 0.71395, 2.35841], [-3.36297, 1.31355, 0.95811], [-3.56817, 3.01565, 3.29831], [-1.87467, 4.07575, 4.79331], [0.35263, 2.97505, 5.03411], [1.48203, 0.61665, 4.81091], [1.92043, 1.51475, 3.35491], [2.29593, -0.49815, 2.60721], [1.57563, -1.52315, 4.82541], [1.75323, -2.49175, 3.35421], [-0.87357, -1.27345, 4.33281], [-0.37837, -2.96605, 4.54351], [-0.22287, -3.16375, 2.20581], [-1.86257, 2.85165, -0.02869], [-0.67617, 2.12875, -0.34749], [0.15423, 1.77975, 0.84521], [-1.07937, 0.58345, -0.70279], [-1.75597, 0.01045, -1.76079], [-2.34307, 0.64125, -2.84109], [-2.98567, -0.10645, -3.84079], [-3.02987, -1.47465, -3.78849], [-2.40347, -2.16595, -2.73169], [-2.31707, -3.57155, -2.66359], [-1.58987, -4.14315, -1.64569], [-1.02587, -3.32685, -0.66119], [-1.15297, -2.00965, -0.64989], [-1.78147, -1.41465, -1.69639], [0.43403, 2.93015, -1.47029], [1.77863, 2.62545, -1.32089], [2.71573, 3.30355, -2.08269], [2.30083, 4.27045, -2.98999], [0.95053, 4.56175, -3.12919], [0.00313, 3.89865, -2.35999], [-2.31167, 1.71565, -2.92109], [-3.44037, 0.40985, -4.67199], [-3.52497, -2.04745, -4.55429], [-2.78467, -4.17375, -3.43099], [-1.45187, -5.21035, -1.58809], [-0.44087, -3.76055, 0.13931], [2.07663, 1.89425, -0.58579], [3.76563, 3.09195, -1.94399], [3.03323, 4.80725, -3.57649], [0.63023, 5.32595, -3.82049], [-1.03997, 4.15965, -2.42939], [6.84113, -0.70745, -5.88789], [6.08103, -0.72925, -5.03319], [5.13583, -0.74395, -3.97559], [3.76483, -0.76085, -4.26119], [2.84843, -0.77175, -3.23489], [3.28123, -0.78095, -1.89489], [4.65823, -0.74465, -1.61589], [5.57273, -0.73065, -2.64619], [2.31413, -0.82125, -0.87079], [1.44793, -0.85065, -0.00849], [3.43183, -0.77515, -5.28799], [1.79063, -0.78025, -3.45949], [5.00503, -0.73245, -0.59299], [6.63093, -0.71875, -2.43299]],
  "mulliken_charge": [1.025, -0.968, -0.710, -0.300, -1.453, 0.843, -1.346, -0.685, -1.088, 1.057, -1.797, -0.179, -1.038, -0.806, -0.359, 0.842, 0.345, 0.533, 0.381, 0.489, 0.399, 0.660, 0.429, 0.615, 0.491, 0.597, 0.586, 0.523, 0.350, 0.416, 0.524, 0.370, 0.561, 0.360, -0.724, 1.277, -0.678, 1.424, 0.818, -0.855, -1.078, -0.857, 0.579, -0.693, -1.185, -0.484, 0.034, 0.370, 0.530, -0.452, -0.833, -0.554, -0.849, -0.307, 0.542, 0.467, 0.500, 0.510, 0.521, 0.639, 0.491, 0.480, 0.460, 0.461, 0.527, -0.346, -0.185, 0.583, -0.909, -0.214, 0.306, -0.515, -0.822, 0.664, -0.373, 0.494, 0.546, 0.504, 0.515],
  "largest_force_ev_per_a": 3.13,
  "e_above_lowest_ev": 1.773,
  "total_charge": 3,
  "homo_lumo_gap_ev": 6.15,
  "e_tot_ha": -2341.6515,
  "lumo_ev": -9.87
}

(2)
{
  "formula": "CH2Br2S",
  "method": "wB97M-V/def2-TZVPD",
  "symbols": ["C", "S", "Br", "Br", "H", "H"],
  "xyz": [[-0.39647, -0.02774, -0.43803], [1.32559, -0.87919, 0.59858], [-0.53040, 1.79715, 0.11993], [-1.94181, -1.03983, -0.02888], [-0.11708, -0.09147, -1.47873], [1.66017, 0.24109, 1.22712]],
  "mulliken_charge": [-0.381, -0.134, -0.021, 0.012, 0.378, 0.146],
  "largest_force_ev_per_a": 3.19,
  "e_above_lowest_ev": 0.600,
  "homo_lumo_gap_ev": 9.35,
  "e_tot_ha": -5585.4706,
  "lumo_ev": -0.34
}

(3)
{
  "formula": "C5H11N2",
  "method": "wB97M-V/def2-TZVPD",
  "symbols": ["C", "C", "C", "C", "N", "C", "N", "H", "H", "H", "H", "H", "H", "H", "H", "H", "H", "H"],
  "xyz": [[-1.86842, 0.07248, 0.79047], [-1.30210, -0.44104, -0.55868], [-0.00129, -1.33759, -0.68064], [1.22602, -0.89356, -0.31848], [1.54338, 0.47611, -0.26042], [2.68557, 0.78118, -0.91627], [-0.83766, 1.03614, 1.47085], [-1.75754, -0.84324, 1.42542], [-2.72335, 0.59977, 0.56903], [-1.22290, 0.28889, -1.36847], [-1.97173, -1.25060, -1.04542], [-0.18584, -2.39679, -0.88193], [2.12504, -1.56438, -0.44506], [3.41611, -0.00285, -1.00977], [2.64941, 1.75172, -1.43607], [-0.35814, 0.66435, 2.27342], [-0.12893, 1.17561, 0.75943], [-1.28763, 1.88378, 1.63259]],
  "mulliken_charge": [-0.521, -0.728, -0.432, -0.261, -0.336, -0.258, -0.193, 0.348, 0.384, 0.417, 0.361, 0.348, 0.355, 0.241, 0.278, 0.342, 0.305, 0.350],
  "largest_force_ev_per_a": 5.60,
  "smiles": "C=N/C=C\\CC[NH3+]",
  "e_above_lowest_ev": 2.764,
  "total_charge": 1,
  "homo_lumo_gap_ev": 9.45,
  "e_tot_ha": -306.2819,
  "lumo_ev": -3.53
}

> Which formula does entry 2 have?

CH2Br2S

What did the second record say?
{
  "formula": "CH2Br2S",
  "method": "wB97M-V/def2-TZVPD",
  "symbols": ["C", "S", "Br", "Br", "H", "H"],
  "xyz": [[-0.39647, -0.02774, -0.43803], [1.32559, -0.87919, 0.59858], [-0.53040, 1.79715, 0.11993], [-1.94181, -1.03983, -0.02888], [-0.11708, -0.09147, -1.47873], [1.66017, 0.24109, 1.22712]],
  "mulliken_charge": [-0.381, -0.134, -0.021, 0.012, 0.378, 0.146],
  "largest_force_ev_per_a": 3.19,
  "e_above_lowest_ev": 0.600,
  "homo_lumo_gap_ev": 9.35,
  "e_tot_ha": -5585.4706,
  "lumo_ev": -0.34
}